DFT (ωB97M-V/def2-TZVPD) results for a 2-piece molecular cluster, C6H11NO overall in a non-equilibrium geometry.

Cartesian coordinates (Å):
O  -0.3553  -0.7438  -0.9335
N  1.2644  1.3870  -0.6023
C  1.9456  -0.8265  0.2556
C  0.7088  -1.0522  -0.0254
C  -0.3558  0.6403  1.1372
C  1.0297  0.4076  0.5126
C  -1.0881  0.2097  0.0001
C  -2.6837  -0.1636  -0.0698
H  0.6526  1.2373  -1.3830
H  -3.0516  -1.2248  0.2820
H  2.3686  1.2242  -1.1764
H  -2.9775  0.2723  -1.4191
H  -0.4625  1.7040  1.2337
H  -3.2980  0.4973  0.5714
H  -0.3024  0.0963  2.1604
H  -0.0920  -1.5747  0.7968
H  2.3808  -1.6578  0.8863
H  -1.2049  1.0530  -0.6026
H  2.6402  -0.6773  -0.5265

Output
- relative energy (zero: lowest compared OMol25 entry of this formula, charge and spin) (kJ/mol) = 936.6
- DFT total energy (hartree) = -364.8747
- M (g/mol) = 113.16
- HOMO energy (eV) = -8.00
- charge = 0

---

DFT (ωB97M-V/def2-TZVPD) results for C6H11NO as an isolated structure in a non-equilibrium geometry.

Cartesian coordinates (Å):
O  -3.0674  0.4958  -1.3038
N  3.0862  0.2604  -1.2316
C  -2.7868  -0.1661  -0.2142
C  -0.6618  -0.1132  1.1680
C  0.5905  -0.4662  1.5255
C  2.1838  0.7062  -0.1093
C  1.6800  -0.6342  0.5462
C  -1.3268  -0.3566  -0.0535
H  -1.1946  0.5980  1.7854
H  0.8076  -0.4574  2.5881
H  2.6202  -1.0942  0.8412
H  1.3703  -1.2810  -0.2851
H  1.3104  1.3799  -0.0467
H  -0.9053  -0.2848  -1.0603
H  -3.2407  -1.1877  -0.0915
H  2.8008  1.1300  0.7021
H  -3.1121  0.4138  0.6876
H  3.4189  1.0541  -1.7787
H  1.9913  0.4060  -1.4368

Output
- relative energy (zero: lowest compared OMol25 entry of this formula, charge and spin) (kJ/mol) = 809.6
- DFT total energy (hartree) = -364.9231
- M (g/mol) = 113.16
- HOMO energy (eV) = -8.21
- charge = 0

---

DFT (ωB97M-V/def2-TZVPD) results for a single C6H11NO molecule in a non-equilibrium geometry.

Cartesian coordinates (Å):
O  2.8188  -1.5025  -0.2511
N  -0.0417  -0.0243  0.2362
C  1.7654  -1.0829  0.1638
C  2.0410  1.5209  -0.3462
C  -1.3968  0.3719  0.2434
C  0.3059  -1.4622  0.1571
C  1.3002  0.3853  0.5030
C  -2.6082  -0.5317  -0.3784
H  2.8340  2.0862  0.1968
H  0.0055  -1.8633  -0.8307
H  -2.8474  -0.5061  -1.3754
H  2.4135  1.1568  -1.3150
H  -0.0680  -2.0192  1.0089
H  1.3841  0.7258  1.6225
H  -1.7942  0.5503  1.3151
H  -2.5945  -1.5549  -0.1392
H  1.3050  2.2762  -0.6038
H  -1.4646  1.3618  -0.3438
H  -3.3580  0.1120  0.1369

Output
- SMILES string = CCN1CC(=O)[C@H]1C
- relative energy (zero: lowest compared OMol25 entry of this formula, charge and spin) (kJ/mol) = 332.4
- DFT total energy (hartree) = -365.1049
- M (g/mol) = 113.16
- HOMO energy (eV) = -8.21
- charge = 0

---

DFT (ωB97M-V/def2-TZVPD) results for a 2-piece molecular cluster, C6H11NO overall in a non-equilibrium geometry.

Cartesian coordinates (Å):
O  -0.3126  -2.9352  -1.0031
N  -2.1015  1.6790  0.4735
C  -0.0185  0.6818  0.1448
C  -1.9422  0.6206  1.3415
C  -0.9126  1.7353  -0.2869
C  -0.6930  -0.0335  1.0691
C  1.4359  0.5608  0.0824
C  2.1891  -0.5735  -0.7710
H  -0.0324  -2.3326  -0.4149
H  -0.4293  -0.8968  1.5821
H  -2.6766  0.1785  1.9998
H  1.4709  -1.3984  -0.8622
H  2.1819  -0.2705  -1.8172
H  1.6649  1.6302  -0.2217
H  -0.8510  2.4758  -1.0879
H  -1.1179  -2.8151  -1.3041
H  3.0296  -0.9847  -0.3471
H  -2.8033  2.3284  0.2944
H  1.9187  0.3499  1.1286

Output
- SMILES string = CCc1cc[nH]c1.O
- relative energy (zero: lowest compared OMol25 entry of this formula, charge and spin) (kJ/mol) = 268.5
- DFT total energy (hartree) = -365.1292
- M (g/mol) = 113.16
- HOMO energy (eV) = -7.96
- charge = 0

---

DFT (ωB97M-V/def2-TZVPD) results for a single C6H11NO2 molecule in a non-equilibrium geometry.

Cartesian coordinates (Å):
O  3.2041  0.8437  -0.9988
O  -0.2456  1.6444  -0.3906
N  2.6546  0.4551  1.1072
C  -0.4474  0.2829  -0.1031
C  -0.9898  -0.1008  1.2971
C  -1.9365  -1.1144  0.6163
C  -1.6996  -0.3862  -0.7249
C  0.8320  -0.4500  -0.4932
C  2.1033  0.0868  0.0601
H  -2.4752  0.3690  -0.9143
H  2.6519  1.1063  -1.7425
H  0.7637  -1.5006  -0.1696
H  -1.0498  2.1337  -0.1954
H  0.9111  -0.4557  -1.5921
H  -0.2638  -0.4710  2.0319
H  3.5824  1.0912  0.5113
H  -1.5553  -0.9887  -1.6324
H  -1.5250  -2.1328  0.6144
H  -2.9701  -1.1537  0.9835
H  -1.5450  0.7410  1.7351

Output
- SMILES string = [H]/N=C(\O)CC1(O)CCC1
- relative energy (zero: lowest compared OMol25 entry of this formula, charge and spin) (kJ/mol) = 407.5
- DFT total energy (hartree) = -440.3320
- M (g/mol) = 129.16
- HOMO energy (eV) = -9.51
- charge = 0

---

DFT (ωB97M-V/def2-TZVPD) results for a single C6H11NO2 molecule in a non-equilibrium geometry.

Cartesian coordinates (Å):
O  -2.5057  -1.0857  -0.3423
O  -0.1499  -0.9023  -1.6377
N  -1.9384  0.3880  1.1854
C  -0.3704  1.4451  -1.2847
C  0.7577  0.0513  0.4496
C  2.0935  -0.5128  0.0458
C  -0.3169  0.0570  -0.6177
C  -1.6911  -0.3101  0.0644
C  1.4086  -1.1676  1.1893
H  -2.7332  -0.0440  1.7181
H  2.2325  -0.8690  -1.0807
H  0.8237  0.9559  1.0359
H  0.8515  -2.1025  1.1716
H  -1.2527  0.8381  1.6350
H  -1.3176  1.9617  -1.4396
H  0.1901  2.2067  -0.7097
H  1.7478  -0.7207  2.1184
H  2.8864  0.0681  0.3436
H  -0.7933  -1.6238  -1.6158
H  0.0772  1.3665  -2.2287

Output
- SMILES string = C[C@](O)(C(N)=O)C1CC1
- relative energy (zero: lowest compared OMol25 entry of this formula, charge and spin) (kJ/mol) = 203.2
- DFT total energy (hartree) = -440.4098
- M (g/mol) = 129.16
- HOMO energy (eV) = -9.58
- charge = 0